No. 1
DFT (the ωB97M-V functional and the def2-TZVPD basis) results for H8O12S2Zn as an isolated structure.

Results
Orbital gap (alpha / beta) (eV): 5.846 / 4.386
Maximum force (eV Å⁻¹): 8.35
Energy relative to the best compared isomer or geometry (same formula, charge and spin) (kcal per mole): 13.1
<S²>: 0.7603
HOMO level (alpha / beta) (eV): -4.3223 / -4.1674
E_tot (a.u.): -3483.40378

The geometry in ORCA input format:
```
! wB97M-V def2-TZVPD RIJCOSX def2/J DEFGRID3
* xyz -1 2
Zn 0.712 -0.155 0.011
S -0.491 -1.202 -1.941
O 0.166 0.067 -1.884
O -1.820 -0.953 -2.478
O 0.306 -2.112 -2.794
O -0.520 -1.469 -0.561
S -1.728 1.987 0.119
O -2.945 1.635 0.765
O -1.822 1.972 -1.361
O -1.180 3.190 0.600
O -0.746 0.966 0.527
O 2.317 -1.248 -0.633
H 2.616 -2.157 -0.631
H 2.965 -0.783 -1.163
O 1.026 -0.735 1.901
H 1.279 -1.500 2.417
H 0.886 -0.045 2.549
O 1.844 1.562 -0.141
H 1.533 2.320 -0.635
H 2.727 1.804 0.139
O -2.308 -1.238 2.067
H -3.088 -1.283 1.514
H -1.729 -0.623 1.615
*
```

***

No. 2
DFT (the ωB97M-V functional and the def2-TZVPD basis) results for a 5-piece molecular cluster, H8O3S2 overall.

Results
Orbital gap (eV): 3.752
Maximum force (eV Å⁻¹): 1.56
Energy relative to the best compared isomer or geometry (same formula, charge and spin) (kcal per mole): 133.8
HOMO level (eV): -9.7210
E_tot (a.u.): -1026.67274

The geometry in ORCA input format:
```
! wB97M-V def2-TZVPD RIJCOSX def2/J DEFGRID3
* xyz 0 1
S -0.400 1.751 0.809
S 0.032 -2.098 0.336
H -0.956 2.906 1.227
H -0.093 -3.375 0.736
H 0.030 0.213 3.037
H 0.088 -1.283 2.510
O 0.268 -0.683 3.237
H 0.267 1.435 -1.147
H 1.759 1.709 -1.722
O 0.833 1.515 -1.929
H -0.692 -1.250 -1.795
H -0.256 -0.062 -2.694
O -0.879 -0.777 -2.606
*
```

***

No. 3
DFT (the ωB97M-V functional and the def2-TZVPD basis) results for a 4-piece molecular cluster, H8O4 overall.

Results
Orbital gap (alpha / beta) (eV): 2.624 / 10.401
Maximum force (eV Å⁻¹): 1.59
Energy relative to the best compared isomer or geometry (same formula, charge and spin) (kcal per mole): 6.3
<S²>: 0.7504
HOMO level (alpha / beta) (eV): 0.7761 / -7.0288
E_tot (a.u.): -305.72451

The geometry in ORCA input format:
```
! wB97M-V def2-TZVPD RIJCOSX def2/J DEFGRID3
* xyz -1 2
O -0.166 -2.683 0.439
H -0.168 -2.841 1.383
H -0.262 -1.734 0.355
O -1.767 0.730 1.870
H -2.341 0.009 2.127
H -1.990 1.440 2.472
O 2.620 1.444 -2.216
H 1.963 0.862 -1.834
H 3.215 0.860 -2.686
O -0.029 0.443 -0.638
H -0.675 0.502 -1.343
H -0.400 0.968 0.071
*
```

***

No. 4
DFT (the ωB97M-V functional and the def2-TZVPD basis) results for a 4-piece molecular cluster, H8O4 overall.

Results
Orbital gap (eV): 11.167
Maximum force (eV Å⁻¹): 0.24
SMILES: O.O.O.O
Energy relative to the best compared isomer or geometry (same formula, charge and spin) (kcal per mole): 20.4
HOMO level (eV): -10.6326
E_tot (a.u.): -305.74663

The geometry in ORCA input format:
```
! wB97M-V def2-TZVPD RIJCOSX def2/J DEFGRID3
* xyz 0 1
O 0.449 0.401 3.159
H 0.763 1.116 3.721
H 1.086 -0.310 3.291
O -0.459 -0.216 0.053
H -0.438 -0.391 1.004
H -1.387 -0.065 -0.156
O -1.650 -0.777 -3.403
H -1.692 -1.402 -2.672
H -2.485 -0.881 -3.871
O 2.083 1.209 -0.390
H 1.153 0.933 -0.334
H 2.576 0.384 -0.401
*
```

***

No. 5
DFT (the ωB97M-V functional and the def2-TZVPD basis) results for a 4-piece molecular cluster, H8O4 overall.

Results
Orbital gap (eV): 10.578
Maximum force (eV Å⁻¹): 3.02
SMILES: O.O.O.O
Energy relative to the best compared isomer or geometry (same formula, charge and spin) (kcal per mole): 26.1
HOMO level (eV): -10.5351
E_tot (a.u.): -305.73764

The geometry in ORCA input format:
```
! wB97M-V def2-TZVPD RIJCOSX def2/J DEFGRID3
* xyz 0 1
O 0.233 -0.583 -1.766
H -0.525 -0.147 -2.164
H 0.215 -0.442 -0.783
O 2.804 -0.279 0.278
H 3.300 0.526 0.116
H 2.019 -0.138 0.772
O 0.170 -0.442 1.156
H -0.654 0.026 0.915
H -0.208 -1.162 1.579
O -2.178 0.691 0.259
H -2.034 1.185 -0.547
H -3.146 0.769 0.180
*
```

***

No. 6
DFT (the ωB97M-V functional and the def2-TZVPD basis) results for a 4-piece molecular cluster, H8O4 overall.

Results
Orbital gap (eV): 10.433
Maximum force (eV Å⁻¹): 0.72
SMILES: O.O.O.O
Energy relative to the best compared isomer or geometry (same formula, charge and spin) (kcal per mole): 20.1
HOMO level (eV): -10.5206
E_tot (a.u.): -305.74710

The geometry in ORCA input format:
```
! wB97M-V def2-TZVPD RIJCOSX def2/J DEFGRID3
* xyz 0 1
O 1.037 3.424 1.514
H 0.507 2.637 1.261
H 1.623 3.572 0.767
O -0.240 1.351 0.215
H -0.251 0.392 0.066
H -0.583 1.728 -0.602
O 0.247 -3.150 0.668
H 0.614 -3.616 -0.090
H -0.162 -2.352 0.298
O -0.686 -1.055 -1.223
H -1.598 -1.235 -0.952
H -0.508 -1.696 -1.922
*
```

***

No. 7
DFT (the ωB97M-V functional and the def2-TZVPD basis) results for a 4-piece molecular cluster, H8O4 overall.

Results
Orbital gap (eV): 11.612
Maximum force (eV Å⁻¹): 3.42
SMILES: O.O.O.O
Energy relative to the best compared isomer or geometry (same formula, charge and spin) (kcal per mole): 13.6
HOMO level (eV): -11.1639
E_tot (a.u.): -305.75753

The geometry in ORCA input format:
```
! wB97M-V def2-TZVPD RIJCOSX def2/J DEFGRID3
* xyz 0 1
O 1.345 -0.844 -0.258
H 0.621 -0.583 -0.867
H 1.823 -1.528 -0.855
O 0.427 1.690 0.380
H 1.279 1.311 0.204
H -0.076 1.017 0.941
O -1.204 0.049 -0.945
H -0.763 0.878 -0.656
H -1.678 0.215 -1.776
O -0.571 -0.521 1.657
H -1.309 -0.647 1.000
H 0.106 -1.037 1.175
*
```

***

No. 8
DFT (the ωB97M-V functional and the def2-TZVPD basis) results for a 4-piece molecular cluster, H8O4 overall.

Results
Orbital gap (eV): 10.963
Maximum force (eV Å⁻¹): 4.26
SMILES: O.O.O.O
Energy relative to the best compared isomer or geometry (same formula, charge and spin) (kcal per mole): 23.4
HOMO level (eV): -10.8775
E_tot (a.u.): -305.74190

The geometry in ORCA input format:
```
! wB97M-V def2-TZVPD RIJCOSX def2/J DEFGRID3
* xyz 0 1
O 21.092 38.738 22.506
H 20.494 39.503 22.692
H 21.931 39.236 22.615
O 21.645 37.149 25.276
H 21.623 37.770 26.012
H 21.699 37.709 24.471
O 19.456 41.093 22.848
H 19.275 41.367 23.725
H 18.518 41.104 22.541
O 20.112 37.882 20.027
H 20.337 38.089 20.874
H 19.191 38.117 19.929
*
```

***

No. 9
DFT (the ωB97M-V functional and the def2-TZVPD basis) results for a 4-piece molecular cluster, H8O4 overall.

Results
Orbital gap (eV): 11.299
Maximum force (eV Å⁻¹): 5.00
SMILES: O.O.O.O
Energy relative to the best compared isomer or geometry (same formula, charge and spin) (kcal per mole): 38.7
HOMO level (eV): -11.0425
E_tot (a.u.): -305.71754

The geometry in ORCA input format:
```
! wB97M-V def2-TZVPD RIJCOSX def2/J DEFGRID3
* xyz 0 1
O -0.958 -1.024 -0.699
H -1.202 -0.236 -0.106
H -1.840 -1.648 -0.586
O 1.252 0.572 -1.012
H 0.475 -0.008 -1.282
H 1.338 0.056 -0.174
O -0.911 1.159 0.471
H -0.092 1.473 -0.184
H -1.329 2.012 0.842
O 0.874 -0.790 1.176
H 0.415 0.021 1.537
H 0.186 -1.002 0.460
*
```

***

No. 10
DFT (the ωB97M-V functional and the def2-TZVPD basis) results for a 4-piece molecular cluster, H8O4 overall.

Results
Orbital gap (eV): 11.604
Maximum force (eV Å⁻¹): 0.19
SMILES: O.O.O.O
Energy relative to the best compared isomer or geometry (same formula, charge and spin) (kcal per mole): 21.6
HOMO level (eV): -11.2768
E_tot (a.u.): -305.74484

The geometry in ORCA input format:
```
! wB97M-V def2-TZVPD RIJCOSX def2/J DEFGRID3
* xyz 0 1
O 0.834 -1.039 0.629
H 1.588 -0.440 0.600
H 1.182 -1.867 0.973
O 0.621 2.397 1.640
H 0.245 3.280 1.569
H 0.169 1.880 0.966
O 0.573 -1.098 -2.497
H -0.234 -1.265 -1.997
H 0.397 -0.298 -3.002
O -2.019 -0.831 0.403
H -1.106 -0.729 0.716
H -2.250 0.010 -0.001
*
```

***

No. 11
DFT (the ωB97M-V functional and the def2-TZVPD basis) results for a 4-piece molecular cluster, H8O4 overall.

Results
Orbital gap (eV): 12.339
Maximum force (eV Å⁻¹): 2.36
SMILES: O.O.O.O
Energy relative to the best compared isomer or geometry (same formula, charge and spin) (kcal per mole): 7.4
HOMO level (eV): -11.4428
E_tot (a.u.): -305.76741

The geometry in ORCA input format:
```
! wB97M-V def2-TZVPD RIJCOSX def2/J DEFGRID3
* xyz 0 1
O -0.511 -1.244 -1.039
H -0.098 -0.437 -1.388
H -1.236 -1.408 -1.686
O -0.595 -1.160 1.589
H -0.663 -1.356 0.626
H 0.133 -1.783 1.761
O 0.521 1.178 -1.518
H 1.333 1.503 -1.825
H 0.560 1.284 -0.504
O 0.553 1.169 1.115
H -0.055 1.856 1.468
H 0.059 0.399 1.399
*
```

***

No. 12
DFT (the ωB97M-V functional and the def2-TZVPD basis) results for a 4-piece molecular cluster, H8O4 overall.

Results
Orbital gap (eV): 10.277
Maximum force (eV Å⁻¹): 2.39
SMILES: O.O.O.O
Energy relative to the best compared isomer or geometry (same formula, charge and spin) (kcal per mole): 53.3
HOMO level (eV): -9.8077
E_tot (a.u.): -305.69422

The geometry in ORCA input format:
```
! wB97M-V def2-TZVPD RIJCOSX def2/J DEFGRID3
* xyz 0 1
O -1.011 0.095 -0.801
H -1.564 -0.692 -0.862
H -0.894 0.227 0.146
O -3.041 -0.456 0.025
H -2.493 -0.539 0.814
H -3.920 -0.262 0.370
O 1.042 1.214 -0.057
H 0.870 1.452 0.861
H 0.580 1.891 -0.565
O 3.292 -0.678 -0.159
H 3.979 -1.255 -0.513
H 3.160 -0.996 0.741
*
```

***

No. 13
DFT (the ωB97M-V functional and the def2-TZVPD basis) results for a 4-piece molecular cluster, H8O4 overall.

Results
Orbital gap (eV): 11.997
Maximum force (eV Å⁻¹): 0.22
SMILES: O.O.O.O
Energy relative to the best compared isomer or geometry (same formula, charge and spin) (kcal per mole): 27.9
HOMO level (eV): -11.1017
E_tot (a.u.): -305.73480

The geometry in ORCA input format:
```
! wB97M-V def2-TZVPD RIJCOSX def2/J DEFGRID3
* xyz 0 1
O -0.239 -0.419 0.053
H -0.755 -0.894 -0.608
H -0.829 -0.357 0.812
O -2.570 3.123 0.711
H -3.417 3.524 0.484
H -2.201 3.716 1.376
O 0.164 -3.532 -4.244
H 0.929 -3.316 -3.699
H 0.517 -4.123 -4.919
O 2.461 0.558 3.366
H 2.602 1.501 3.507
H 3.339 0.217 3.163
*
```

***

No. 14
DFT (the ωB97M-V functional and the def2-TZVPD basis) results for a 4-piece molecular cluster, H8O4 overall.

Results
Orbital gap (eV): 10.788
Maximum force (eV Å⁻¹): 1.66
SMILES: O.O.O.O
Energy relative to the best compared isomer or geometry (same formula, charge and spin) (kcal per mole): 18.3
HOMO level (eV): -10.6964
E_tot (a.u.): -305.75004

The geometry in ORCA input format:
```
! wB97M-V def2-TZVPD RIJCOSX def2/J DEFGRID3
* xyz 0 1
O -29.795 -10.231 9.991
H -30.473 -10.644 9.470
H -28.970 -10.618 9.764
O -30.465 -13.571 7.669
H -29.524 -13.780 7.826
H -30.538 -13.607 6.701
O -30.234 -8.474 7.106
H -30.411 -9.244 7.666
H -31.013 -8.425 6.517
O -31.453 -11.142 8.093
H -31.066 -12.008 7.890
H -32.385 -11.264 8.156
*
```

***

No. 15
DFT (the ωB97M-V functional and the def2-TZVPD basis) results for a 4-piece molecular cluster, H8O4 overall.

Results
Orbital gap (eV): 10.583
Maximum force (eV Å⁻¹): 2.51
SMILES: O.O.O.O
Energy relative to the best compared isomer or geometry (same formula, charge and spin) (kcal per mole): 27.8
HOMO level (eV): -10.5346
E_tot (a.u.): -305.73498

The geometry in ORCA input format:
```
! wB97M-V def2-TZVPD RIJCOSX def2/J DEFGRID3
* xyz 0 1
O 3.252 4.449 -33.519
H 2.618 4.629 -32.810
H 3.469 5.360 -33.726
O 1.580 2.446 -34.152
H 2.033 3.266 -34.223
H 0.862 2.479 -34.760
O 4.188 1.636 -33.345
H 3.653 2.194 -33.873
H 3.756 1.803 -32.463
O 1.077 0.609 -32.393
H 1.476 1.270 -32.982
H 1.465 0.849 -31.572
*
```

***

No. 16
DFT (the ωB97M-V functional and the def2-TZVPD basis) results for a 5-piece molecular cluster, H9O4S overall.

Results
Orbital gap (eV): 8.064
Maximum force (eV Å⁻¹): 0.40
Energy relative to the best compared isomer or geometry (same formula, charge and spin) (kcal per mole): 13.8
HOMO level (eV): -4.1873
E_tot (a.u.): -704.61352

The geometry in ORCA input format:
```
! wB97M-V def2-TZVPD RIJCOSX def2/J DEFGRID3
* xyz -1 1
S -0.638 -0.095 -0.238
H -1.686 0.148 -1.037
H 2.360 0.881 1.135
H 1.685 -0.462 1.136
O 2.189 0.130 1.710
H -2.618 2.253 -0.774
H -2.095 2.446 0.637
O -2.737 2.802 0.006
H -0.235 -2.097 1.003
H 0.186 -1.699 2.400
O 0.106 -2.475 1.838
H 1.443 -1.251 -2.968
H 0.729 -0.268 -2.028
O 1.311 -0.313 -2.821
*
```

***

No. 17
DFT (the ωB97M-V functional and the def2-TZVPD basis) results for a 5-piece molecular cluster, H9O4S overall.

Results
Orbital gap (alpha / beta) (eV): 10.536 / 6.632
Maximum force (eV Å⁻¹): 2.98
Energy relative to the best compared isomer or geometry (same formula, charge and spin) (kcal per mole): 23.2
<S²>: 0.7527
HOMO level (alpha / beta) (eV): -10.6739 / -10.6735
E_tot (a.u.): -704.44656

The geometry in ORCA input format:
```
! wB97M-V def2-TZVPD RIJCOSX def2/J DEFGRID3
* xyz 0 2
S 0.185 -1.311 2.044
H 0.582 -0.251 2.821
H 0.975 -1.708 -2.327
H 1.272 -2.982 -1.410
O 1.503 -2.570 -2.230
H -0.934 2.892 1.156
H -1.628 1.598 0.493
O -1.574 2.630 0.477
H -1.263 -0.386 1.075
H -2.654 0.101 1.167
O -2.022 -0.036 0.441
H 1.794 0.274 -1.921
H 1.672 0.763 -0.490
O 2.091 0.987 -1.297
*
```

***

No. 18
DFT (the ωB97M-V functional and the def2-TZVPD basis) results for a 5-piece molecular cluster, H9S5 overall.

Results
Orbital gap (eV): 6.593
Maximum force (eV Å⁻¹): 2.60
Energy relative to the best compared isomer or geometry (same formula, charge and spin) (kcal per mole): 17.3
HOMO level (eV): -3.4942
E_tot (a.u.): -1996.33204

The geometry in ORCA input format:
```
! wB97M-V def2-TZVPD RIJCOSX def2/J DEFGRID3
* xyz -1 1
S 0.285 -1.292 -0.684
H 1.048 -2.277 -1.113
S -3.649 -2.820 -1.187
H -3.081 -2.190 -0.208
H -2.657 -2.325 -1.945
S -0.403 1.884 -1.956
H -1.408 1.174 -1.475
H 0.525 0.918 -1.818
S 2.409 -0.885 2.291
H 1.297 -1.746 1.847
H 3.162 -0.734 1.193
S 1.360 3.171 1.598
H 0.610 4.129 1.030
H 0.482 2.124 1.494
*
```

***

No. 19
DFT (the ωB97M-V functional and the def2-TZVPD basis) results for a 2-piece molecular cluster, HI2OP overall.

Results
Orbital gap (eV): 8.488
Maximum force (eV Å⁻¹): 1.57
SMILES: O=PI.I
Energy relative to the best compared isomer or geometry (same formula, charge and spin) (kcal per mole): 20.4
HOMO level (eV): -9.9054
E_tot (a.u.): -1012.59314

The geometry in ORCA input format:
```
! wB97M-V def2-TZVPD RIJCOSX def2/J DEFGRID3
* xyz 0 1
O 1.610 -1.142 0.451
P 2.826 -0.429 0.754
I 2.231 1.883 0.012
I -3.443 0.459 -0.114
H -3.225 -0.771 -1.103
*
```

***

No. 20
DFT (the ωB97M-V functional and the def2-TZVPD basis) results for the molecule HIN4.

Results
Orbital gap (alpha / beta) (eV): 7.406 / 7.555
Maximum force (eV Å⁻¹): 6.16
Energy relative to the best compared isomer or geometry (same formula, charge and spin) (kcal per mole): 35.3
<S²>: 2.0292
HOMO level (alpha / beta) (eV): -7.6506 / -9.4530
E_tot (a.u.): -517.06357

The geometry in ORCA input format:
```
! wB97M-V def2-TZVPD RIJCOSX def2/J DEFGRID3
* xyz 0 3
N -1.879 0.042 -0.329
N -0.707 -0.120 -0.029
N 0.392 -0.148 -0.381
N 1.555 0.609 0.257
I 3.315 -0.337 0.206
H -2.675 -0.046 0.276
*
```